The following is a DFT calculation (ωB97M-V/def2-TZVPD) of a 2-piece molecular cluster, C9H14OS overall in a non-equilibrium geometry.

Atoms and positions in Å:
C (2.6512, 0.8972, -0.6830)
C (1.5397, -0.1071, -0.6505)
C (1.4242, -0.9935, 0.4471)
C (0.5798, -0.3278, -1.6305)
C (0.3719, -1.8706, 0.6020)
C (-0.3079, -1.4221, -1.6209)
C (-0.4877, -2.1712, -0.4624)
O (-1.5452, -3.0188, -0.4475)
H (2.2636, 1.8697, -0.3467)
H (3.0595, 1.1930, -1.6416)
H (2.1530, -1.0556, 1.2640)
H (0.3688, 0.5052, -2.2657)
H (0.2551, -2.3672, 1.5733)
H (-0.9619, -1.5360, -2.4861)
H (-1.6312, -3.3555, 0.4432)
H (3.5030, 0.6771, -0.0417)
C (-2.0634, 0.9209, 0.6843)
C (-0.8815, 1.8747, 0.4137)
S (-2.4591, 1.1251, 2.3990)
H (-2.9546, 1.2167, 0.1452)
H (-1.7340, -0.0927, 0.4036)
H (0.0230, 1.4918, 0.8730)
H (-1.3976, 1.7621, 2.9227)
H (-1.1896, 2.8696, 0.7520)
H (-0.5790, 1.9149, -0.6466)

Computed properties:
* energy above the lowest of the compared OMol25 structures with the same formula, charge and spin: 16.4 kcal/mol
* LUMO: 0.787 eV
* Kohn-Sham gap: 9.3 eV
* highest occupied orbital energy: -8.4867 eV
* DFT total energy: -824.7259 Eh
* structure (SMILES): Cc1ccc(O)cc1.CCS
* max |F|: 2.3 eV/A
* multiplicity: 1

Here are the Löwdin charges for atoms 1 to 8, given in e: number 1, C, carries -0.0543; number 2, C, carries -0.2965; number 3, C, carries -0.0575; number 4, C, carries -0.0641; number 5, C, carries -0.0420; number 6, C, carries -0.0097; number 7, C, carries -0.3524; number 8, O, carries 0.0655


The following is a DFT calculation (ωB97M-V/def2-TZVPD) of a 3-piece molecular cluster, C19H36Br2N3O overall.

Atoms and positions in Å:
C (-3.9365, -1.4596, 0.9519)
C (-2.4087, -1.4705, 0.8268)
Br (-1.6695, -1.4556, 2.6270)
C (-1.8722, -0.3007, -0.0107)
Br (0.0665, -0.2816, -0.0994)
C (-2.3651, -0.3158, -1.4388)
N (-1.9483, -1.5521, -2.2053)
C (-2.2876, -1.2634, -3.6765)
C (-2.7827, 0.1772, -3.6567)
C (-2.0354, 0.7694, -2.4594)
C (-2.3881, 2.2009, -2.0989)
C (-1.4206, 3.2312, -2.6706)
C (-0.0590, 3.3119, -1.9960)
C (0.9896, 4.0042, -2.8697)
O (2.0517, 3.1391, -3.2532)
H (-4.2315, -1.0685, 1.9159)
H (-4.4153, -0.8682, 0.1808)
H (-4.3270, -2.4710, 0.8984)
H (-2.0329, -2.4023, 0.4175)
H (-2.2079, 0.6245, 0.4459)
H (-3.4535, -0.3264, -1.4263)
H (-2.3534, -2.4047, -1.8333)
H (-0.9287, -1.5968, -2.1366)
H (-1.3494, -1.3122, -4.2156)
H (-2.9768, -1.9981, -4.0662)
H (-2.5718, 0.6682, -4.5992)
H (-3.8547, 0.2134, -3.4798)
H (-0.9783, 0.6965, -2.7352)
H (-3.3640, 2.4249, -2.5280)
H (-2.4952, 2.3213, -1.0221)
H (-1.2599, 2.9755, -3.7196)
H (-1.9026, 4.2043, -2.6534)
H (-0.1401, 3.7915, -1.0237)
H (0.3005, 2.3012, -1.7993)
H (1.3944, 4.8763, -2.3606)
H (0.5414, 4.3233, -3.8038)
H (2.3687, 2.6973, -2.4603)
C (6.6190, 1.4832, -1.7889)
C (6.5551, 0.0219, -1.3613)
C (5.3320, -0.7078, -1.9324)
C (4.0795, -0.1645, -1.4157)
N (3.0944, 0.2622, -1.0078)
H (5.7659, 2.0465, -1.4078)
H (7.5235, 1.9541, -1.4081)
H (6.6259, 1.5742, -2.8761)
H (6.5428, -0.0501, -0.2732)
H (7.4448, -0.5069, -1.7033)
H (5.3646, -1.7708, -1.6897)
H (5.3110, -0.6235, -3.0204)
C (0.0337, -2.9461, 5.8806)
C (-1.2828, -2.7461, 6.6230)
C (-1.1698, -1.7209, 7.7564)
C (-0.2583, -2.1693, 8.8072)
N (0.4509, -2.5277, 9.6348)
H (0.8017, -3.3465, 6.5426)
H (-0.0906, -3.6455, 5.0538)
H (0.4011, -2.0021, 5.4714)
H (-1.6251, -3.6978, 7.0309)
H (-2.0558, -2.4029, 5.9319)
H (-2.1454, -1.5343, 8.2065)
H (-0.8063, -0.7669, 7.3705)

Computed properties:
* LUMO: -2.930 eV
* charge: +1
* Kohn-Sham gap: 9.5 eV
* highest occupied orbital energy: -12.3905 eV
* DFT total energy: -6132.8510 Eh
* max |F|: 0.6 eV/A
* multiplicity: 1

Here are the Löwdin charges for atoms 1 to 8, given in e: number 1, C, carries -0.1204; number 2, C, carries -0.7838; number 3, Br, carries 0.7484; number 4, C, carries -0.6754; number 5, Br, carries 0.8221; number 6, C, carries -0.3214; number 7, N, carries 0.1064; number 8, C, carries -0.0550


The following is a DFT calculation (ωB97M-V/def2-TZVPD) of an isolated ion of composition C2H8N2O2P and charge +1 in a non-equilibrium geometry.

Atoms and positions in Å:
C (-0.8325, 1.1131, 0.0570)
C (-1.3339, -0.3251, -0.1790)
N (0.0448, 0.8198, 1.1411)
N (-0.2418, -1.0904, -0.9275)
O (3.3037, -0.9147, 0.1413)
O (1.3664, 0.3335, 0.5078)
P (2.9166, 0.2005, 1.0069)
H (-0.2736, 1.4421, -0.7991)
H (-1.6933, 1.7417, 0.5946)
H (-2.4171, -0.3179, -0.6497)
H (-1.3195, -0.7003, 0.8015)
H (0.3182, 1.7272, 1.6281)
H (-0.1263, -1.0960, -1.9394)
H (-0.3562, -2.1091, -0.8528)
H (0.6446, -0.8241, -0.5309)

Computed properties:
* energy above the lowest of the compared OMol25 structures with the same formula, charge and spin: 46.5 kcal/mol
* LUMO: -3.967 eV
* charge: +1
* Kohn-Sham gap: 10.5 eV
* highest occupied orbital energy: -14.5166 eV
* DFT total energy: -682.0263 Eh
* structure (SMILES): [NH3+]CCNOP=O
* max |F|: 5.1 eV/A
* multiplicity: 1

Here are the Löwdin charges for atoms 1 to 8, given in e: number 1, C, carries -0.1970; number 2, C, carries -0.1151; number 3, N, carries -0.0383; number 4, N, carries 0.2002; number 5, O, carries -0.4221; number 6, O, carries -0.4930; number 7, P, carries 0.8847; number 8, H, carries 0.1210